# 1
ORCA calculation (ωB97M-V/def2-TZVPD) on C20H26Cl3O4PTeY as an isolated structure at a distorted geometry.

Calculated values
ΔE to the lowest compared entry with this formula, charge and spin = 51.4 kJ/mol

```
! wB97M-V def2-TZVPD RIJCOSX def2/J DEFGRID3
* xyz 1 1
Y 0.4469 0.0045 0.2745
C 1.3851 -3.8260 -2.8192
C 0.2719 -3.1728 -2.0087
C -1.0132 -3.9992 -2.0872
C 0.6758 -2.8861 -0.5694
C -0.2946 -2.5880 0.3949
C 0.0467 -2.2524 1.6998
C 1.3793 -2.2148 2.1234
C 1.7368 -1.8507 3.5369
C 2.3449 -2.5082 1.1664
C 2.0048 -2.8315 -0.1458
H 1.0302 -4.0090 -3.8339
H 1.6847 -4.7891 -2.3936
H 2.2771 -3.2023 -2.9030
H 0.0590 -2.1966 -2.4576
H -0.9342 -4.9164 -1.4968
H -1.2036 -4.2845 -3.1223
H -1.8947 -3.4538 -1.7459
H -1.3409 -2.5828 0.1177
H -0.7409 -1.9997 2.4020
H 1.2222 -0.9376 3.8382
H 2.8080 -1.6861 3.6446
H 1.4494 -2.6483 4.2239
H 3.3909 -2.4605 1.4446
H 2.7994 -3.0385 -0.8506
Cl -6.1250 0.9522 -2.9560
C -4.4684 0.6728 -2.5212
C -4.1034 0.7108 -1.1878
C -2.7730 0.4796 -0.9076
Cl -2.2124 0.5610 0.7823
C -1.8035 0.2134 -1.8587
O -0.5416 0.0079 -1.4703
C -2.2185 0.1885 -3.1822
Cl -1.0610 -0.1451 -4.4294
C -3.5421 0.4158 -3.5193
H -4.8251 0.9137 -0.4084
H -3.8484 0.3898 -4.5557
C 0.1755 3.6293 -1.6286
C 0.8388 3.9858 -0.3332
O 0.4570 2.9820 0.6774
P 1.5249 2.2293 1.5829
O 0.6391 1.1426 2.1952
Te 3.0945 1.1882 0.1350
O 2.1888 3.2088 2.5761
C 1.4069 4.1673 3.3990
C 0.7032 3.4508 4.5174
H 0.3714 4.4117 -2.3651
H -0.9063 3.5529 -1.5084
H 0.5599 2.6909 -2.0302
H 0.4993 4.9393 0.0649
H 1.9246 4.0006 -0.4123
H 0.7318 4.6881 2.7227
H 2.1547 4.8673 3.7530
H -0.0501 2.7583 4.1445
H 0.2063 4.1811 5.1588
H 1.4113 2.8960 5.1326
*
```

Mulliken atomic charge list, values in e, 4 entries: 0.58 -1.74 1.65 -1.55


# 2
ORCA calculation (ωB97M-V/def2-TZVPD) on C54H67Cl2N12PPbS as an isolated structure.

```
! wB97M-V def2-TZVPD RIJCOSX def2/J DEFGRID3
* xyz 0 1
Pb -0.1492 -0.2762 -0.3386
C -1.7194 4.2033 6.1610
C -0.3496 4.6007 5.6844
C 0.3621 5.6197 6.2994
C 1.6271 5.9955 5.8646
C 2.1860 5.3468 4.7773
C 1.4903 4.3312 4.1357
C 0.2322 3.9423 4.5887
N -0.5129 2.9217 3.9694
C -0.0521 2.1089 2.9091
N 1.0755 1.4275 3.2618
C 1.8525 0.3862 2.6667
C 1.3882 -0.4170 1.6285
C 2.2460 -1.4492 1.2419
C 3.4891 -1.6859 1.8058
C 3.9201 -0.8483 2.8238
C 3.1163 0.1937 3.2702
C 3.6204 1.0697 4.3925
N -0.6480 2.0378 1.7713
C -1.7728 2.8878 1.5958
C -3.0085 2.5584 2.1498
C -4.1130 3.3807 1.9806
C -3.9954 4.5478 1.2414
C -2.7624 4.8874 0.7028
C -1.6412 4.0812 0.8763
C -0.3010 4.5076 0.3431
H -1.9752 4.7272 7.0804
H -1.7730 3.1280 6.3475
H -2.4888 4.4429 5.4190
H -0.0866 6.1297 7.1450
H 2.1627 6.7911 6.3659
H 3.1624 5.6371 4.4094
H 1.9162 3.8518 3.2644
H -1.4991 3.1184 3.9093
H 1.3416 1.6253 4.2114
H 1.9237 -2.1259 0.4450
H 4.1122 -2.5026 1.4576
H 4.8936 -0.9950 3.2787
H 4.6636 0.8405 4.6068
H 3.0611 0.9116 5.3226
H 3.5552 2.1301 4.1486
H -3.1020 1.6374 2.7129
H -5.0633 3.0978 2.4168
H -4.8542 5.1890 1.0876
H -2.6571 5.8087 0.1400
H -0.3770 5.4713 -0.1607
H 0.0857 3.7734 -0.3625
H 0.4310 4.5986 1.1493
Cl -1.0051 1.7900 -2.4852
C -2.7566 1.8805 -2.4497
C -3.3032 2.7776 -3.3550
C -4.6730 2.9156 -3.4591
C -5.4852 2.1306 -2.6588
C -4.9222 1.2404 -1.7625
Cl -6.0335 0.2862 -0.8243
C -3.5257 1.0781 -1.5846
S -2.9542 -0.0333 -0.3619
H -2.6388 3.3591 -3.9798
H -5.1040 3.6184 -4.1600
H -6.5625 2.2050 -2.7178
C 4.3908 1.4051 -4.2285
N 3.1538 0.6907 -3.9613
C 2.8072 -0.3464 -4.9060
C 2.6372 0.6461 -2.6828
N 2.1931 -0.4205 -2.0911
C 2.9021 -1.6234 -2.1495
C 4.2829 -1.5718 -2.0647
C 5.0757 -2.7135 -1.8838
C 4.4855 -3.9326 -1.7408
C 3.0785 -4.0549 -1.8277
C 2.5017 -5.3392 -1.6636
C 1.1549 -5.5124 -1.7611
C 0.3369 -4.4145 -2.0765
C 0.8524 -3.1494 -2.2737
N -0.0558 -2.1369 -2.6200
C -0.7928 -2.2439 -3.6705
N -0.4766 -2.9230 -4.8378
C -1.5072 -3.7716 -5.4253
C 0.8654 -3.4115 -5.1104
N -1.9968 -1.5434 -3.6824
C -2.4317 -0.8228 -4.8627
C -3.0629 -2.0650 -2.8377
C 2.2581 -2.9129 -2.0812
N 2.5590 1.8446 -2.0469
C 2.6244 1.9028 -0.5932
C 2.3780 3.1052 -2.7405
H 5.1425 0.7030 -4.6024
H 4.7713 1.8536 -3.3133
H 4.2570 2.1937 -4.9746
H 2.7776 0.0815 -5.9105
H 1.8151 -0.7169 -4.6614
H 3.5179 -1.1804 -4.8964
H 4.7590 -0.5973 -2.0603
H 6.1520 -2.6098 -1.8192
H 5.0760 -4.8204 -1.5519
H 3.1560 -6.1764 -1.4537
H 0.7124 -6.4917 -1.6240
H -0.7339 -4.5489 -2.1854
H -1.6570 -4.6824 -4.8338
H -1.1883 -4.0662 -6.4245
H -2.4564 -3.2547 -5.5131
H 1.6055 -2.7924 -4.6206
H 1.0326 -3.3737 -6.1889
H 1.0120 -4.4412 -4.7684
H -1.5649 -0.4805 -5.4253
H -2.9982 0.0524 -4.5370
H -3.0774 -1.4041 -5.5334
H -2.6570 -2.3616 -1.8729
H -3.8038 -1.2866 -2.6584
H -3.5636 -2.9263 -3.3046
H 2.9998 0.9583 -0.2042
H 1.6493 2.0925 -0.1357
H 3.3016 2.7102 -0.3002
H 2.1571 2.9252 -3.7892
H 3.2676 3.7377 -2.6657
H 1.5371 3.6443 -2.3015
C -2.0056 -5.0334 2.8128
N -3.0159 -4.1976 2.1669
C -3.4805 -3.1980 3.1311
N -2.4060 -2.3891 3.7079
C -1.4123 -3.2806 4.3040
N -0.8850 -4.2830 3.3780
C -0.0609 -3.6713 2.3366
P -1.0211 -2.4650 1.2916
C -2.4881 -3.5645 0.9560
C -1.8014 -1.5181 2.6997
H -1.6192 -5.7506 2.0856
H -2.4889 -5.5808 3.6245
H -3.9829 -3.7244 3.9452
H -4.1973 -2.5372 2.6405
H -1.8825 -3.8056 5.1380
H -0.5825 -2.6820 4.6847
H 0.3469 -4.4511 1.6879
H 0.7807 -3.1446 2.7874
H -2.1983 -4.3387 0.2401
H -3.2669 -2.9523 0.4944
H -2.5652 -0.8573 2.2826
H -1.0283 -0.8945 3.1550
*
```

Mulliken atomic charge list, values in e, 4 entries: 1.34 -1.55 1.11 -0.67


# 3
ORCA calculation (ωB97M-V/def2-TZVPD) on an isolated molecule of C20H23N5 at a distorted geometry.

Calculated values
ΔE to the lowest compared entry with this formula, charge and spin = 118.3 kJ/mol

```
! wB97M-V def2-TZVPD RIJCOSX def2/J DEFGRID3
* xyz 0 1
C -2.3048 0.0657 3.5339
C -1.9490 1.1452 2.8659
C -0.5706 1.3855 2.3201
N -0.5877 1.6212 0.8916
C -0.5731 0.5903 0.0036
N -0.2994 -0.6109 0.5008
C -0.1660 -1.6455 -0.3160
N 0.0764 -2.8537 0.2500
C 0.3557 -2.9639 1.6608
C 1.5639 -2.1672 2.0964
C 1.5969 -1.5814 3.3548
C 2.6943 -0.8439 3.7619
C 3.7737 -0.6799 2.9110
C 3.7513 -1.2645 1.6566
C 2.6552 -2.0062 1.2536
C -0.2943 -1.5136 -1.7180
C -0.0857 -2.6261 -2.5393
N 0.1172 -3.5665 -3.1723
C -0.6108 -0.2486 -2.2392
C -0.7687 0.8193 -1.3789
C -1.0936 2.1958 -1.8921
N -1.5164 2.1909 -3.2778
C -1.6947 3.5353 -3.7743
C -0.6116 1.4038 -4.0918
C -0.7786 -0.0634 -3.7160
H -3.3064 -0.0771 3.9028
H -1.5987 -0.7195 3.7438
H -2.6715 1.9249 2.6561
H 0.0664 0.5184 2.4975
H -0.1296 2.2679 2.7975
H -1.0236 2.4774 0.5885
H 0.3374 -3.6077 -0.3646
H -0.5202 -2.6046 2.2109
H 0.5023 -4.0225 1.8937
H 0.7572 -1.7064 4.0240
H 2.7041 -0.3917 4.7430
H 4.6289 -0.0995 3.2243
H 4.5914 -1.1435 0.9884
H 2.6475 -2.4569 0.2715
H -0.2045 2.8477 -1.7469
H -1.9182 2.6260 -1.3082
H -2.4304 4.0495 -3.1560
H -2.0710 3.4913 -4.7950
H -0.7613 4.1225 -3.7673
H 0.4406 1.7126 -3.9512
H -0.8707 1.5487 -5.1428
H -1.7846 -0.3891 -3.9962
H -0.0643 -0.6861 -4.2590
*
```

Mulliken atomic charge list, values in e, 4 entries: -0.65 -0.11 -0.11 -0.14


Lowest unoccupied orbital energy across the listed records, respectively: -0.110 0.019 0.025 hartree.
Highest occupied orbital energy across the listed records, respectively: -11.30 -6.57 -7.74 eV.